Record 1
DFT (ωB97M-V with the def2-TZVPD basis set) results for C35H39N4O5PdSi as an isolated structure.

Geometry as XYZ:
```
85
C35H39N4O5PdSi ωB97M-V with the def2-TZVPD basis set
Pd 0.8808 -0.1521 0.1966
Si -1.2275 1.8069 1.7985
O 2.7651 0.0286 1.1184
O 1.2059 0.6396 -5.3387
O 2.6480 -3.4015 1.1074
O 1.6944 -3.0179 -0.8595
O -0.3054 0.7787 -1.4004
N 1.4673 0.1889 -2.7372
N 4.4649 -5.0284 0.2294
N 2.0616 -0.1268 -1.6159
N -1.0080 -0.9771 0.9502
C -1.3823 -0.0798 2.0760
C 3.8284 -0.5667 0.7453
C 6.2953 -1.7899 0.0302
C -2.1794 3.7381 5.9412
C -2.1075 1.9299 -5.8720
C -1.9019 3.5796 -0.3125
C 0.5552 2.1462 1.4107
C -0.0269 1.0597 -5.0309
C -2.0308 -2.3128 -0.8561
C -4.0321 3.7015 -1.4183
C -1.6195 2.5518 3.4693
C 3.3016 -0.5893 -1.7156
C -2.7396 4.1748 -1.2459
C -2.6393 1.9800 -4.5775
C -0.8272 1.4814 -6.0960
C 4.1401 -0.8839 -0.6388
C 5.9846 -1.4822 1.3857
C -2.3500 -3.5249 0.0322
C 4.8103 -0.8905 1.7293
C -0.6443 -2.3505 1.4284
C -0.9368 2.1593 4.6243
C 5.3993 -1.4855 -0.9428
C -2.8636 4.1451 4.8055
C -1.8484 -3.2775 1.4674
C -2.5841 3.5562 3.5796
C 0.1950 0.6891 -2.5428
C -1.8648 1.5739 -3.5228
C 3.4754 -4.6425 -0.7687
C -2.3379 2.5070 0.4690
C -1.2142 2.7439 5.8499
C -2.1336 -1.0470 -0.0277
C -4.4849 2.6339 -0.6541
C 2.5129 -3.6096 -0.1973
C -3.6453 2.0505 0.2843
C -0.5498 1.1053 -3.7205
H 1.3209 1.9103 2.1450
H -2.7087 2.2507 -6.7130
H -2.3761 -0.3546 2.4478
H -0.6762 2.4282 6.7344
H -0.4070 1.4419 -7.0915
H -3.6457 2.3375 -4.4102
H -0.6935 -0.2605 2.9084
H 5.3625 -4.5934 0.0629
H -3.4284 -3.6913 0.0455
H -3.1252 3.8816 2.6985
H 7.2513 -2.2325 -0.2144
H 3.6745 -0.7398 -2.7262
H -3.0714 -1.0529 0.5377
H -0.1673 1.3946 4.5770
H -2.2458 1.6165 -2.5112
H 0.0948 -2.7560 0.7398
H -2.3950 4.1962 6.8975
H -2.3800 5.0058 -1.8387
H -2.1210 -0.1474 -0.6344
H 4.5754 -0.6441 2.7556
H -5.4946 2.2652 -0.7819
H -0.1630 -2.2430 2.3999
H -3.6139 4.9219 4.8731
H -1.8986 -4.4269 -0.3825
H -0.8955 3.9634 -0.1974
H -4.6905 4.1684 -2.1398
H 3.9034 -4.2173 -1.6777
H 4.5952 -6.0280 0.2843
H 6.7089 -1.7160 2.1560
H -2.7187 -2.2542 -1.6996
H 1.6671 0.3774 -4.5206
H 3.4020 -3.9791 1.3815
H 0.8940 2.8627 0.6721
H 5.6259 -1.6854 -1.9836
H -2.6350 -2.8475 2.0924
H -1.0239 -2.3839 -1.2786
H 2.8751 -5.4990 -1.0772
H -4.0223 1.2278 0.8832
H -1.5548 -4.2104 1.9493
```

HOMO (spin up / spin down) = -10.69 / -10.83 eV
molecular weight = 730.23 g mol⁻¹
net charge = +1
E_tot = -2369.4388 Ha
expectation value of S² = 6.049
relative energy (zero: lowest compared OMol25 entry of this formula, charge and spin) = 0.0 kJ/mol
Kohn-Sham gap (spin up / spin down) = 7.51 / 5.47 eV
multiplicity = 5

***

Record 2
DFT (ωB97M-V with the def2-TZVPD basis set) results for a 2-piece molecular cluster, C5H12NO overall.

Geometry as XYZ:
```
19
C5H12NO ωB97M-V with the def2-TZVPD basis set
O 1.0166 2.2803 -0.2030
N -1.1647 0.5716 0.4495
C -0.7078 -1.7610 0.7103
C 1.4965 1.8088 -1.2198
C -0.2715 -3.0182 1.3865
C -1.1401 -0.6202 1.3028
C 0.8438 0.8443 -2.1568
H -0.8071 1.4469 0.9211
H -0.1186 -2.9106 2.4769
H 2.5164 2.2105 -1.5724
H 0.0309 1.2874 -2.6574
H 0.6878 -3.3901 0.9431
H -0.9728 -3.8308 1.0403
H -0.5256 0.4438 -0.3524
H -1.4357 -0.4392 2.3496
H 1.5692 0.4229 -2.8373
H -0.7346 -1.7900 -0.3812
H -2.0323 0.8169 0.0273
H 0.5166 -0.0331 -1.6185
```

HOMO = -14.16 eV
molecular weight = 102.16 g mol⁻¹
net charge = +1
E_tot = -327.4040 Ha
relative energy (zero: lowest compared OMol25 entry of this formula, charge and spin) = 145.9 kJ/mol
Kohn-Sham gap = 11.10 eV

***

Record 3
DFT (ωB97M-V with the def2-TZVPD basis set) results for C20H24N5PdS as an isolated structure.

Geometry as XYZ:
```
51
C20H24N5PdS ωB97M-V with the def2-TZVPD basis set
Pd 0.4725 -0.5010 0.5124
S -0.7757 -0.2011 2.5058
N 1.8708 0.9283 -0.5502
N -0.6756 -2.4719 0.1540
N -0.3367 -0.2772 -1.4771
N -0.7727 0.9614 4.8806
N 0.6228 1.9527 3.3095
C 0.3824 2.8952 5.5080
C 0.9287 2.8745 4.2282
C 0.4813 3.5015 -2.8606
C -0.4832 1.8901 5.8194
C -1.5634 -2.9348 1.2444
C -2.6573 -3.3468 -2.8901
C -1.0346 1.6498 -2.8428
C -0.2425 1.0097 3.6342
C -2.3146 -2.3235 -3.7874
C -0.7193 2.9031 -3.2771
C 0.5672 -3.3024 0.0681
C 2.8267 -0.0267 -1.1859
C 2.5488 1.7765 0.4719
C -0.1331 0.9520 -1.9755
C -2.1363 -3.3870 -1.5867
C 1.3455 2.8711 -1.9491
C 1.0400 1.6279 -1.4803
C -1.5182 -1.3036 -3.3619
C -1.3165 -2.3885 -1.1377
C -1.0539 -1.2683 -2.0039
H 0.6342 3.6574 6.2301
H 0.3150 -4.3633 -0.0059
H 1.1621 -3.1610 0.9644
H -2.0012 1.2241 -3.0707
H -3.2998 -4.1544 -3.2212
H -1.9687 -3.9256 1.0409
H -2.3619 -4.2375 -0.9600
H 2.2534 3.3682 -1.6345
H -2.3908 -2.2416 1.3744
H 1.8283 2.4485 0.9256
H 2.9747 1.1300 1.2299
H 3.2560 -0.6689 -0.4235
H 1.1397 -3.0328 -0.8171
H 3.3669 2.3589 0.0423
H 1.6430 3.6309 3.9236
H -1.1936 -0.5494 -4.0625
H 3.6429 0.5152 -1.6691
H -1.4052 3.4457 -3.9146
H 2.3249 -0.6236 -1.9420
H -0.9856 -2.9989 2.1609
H -0.9541 1.7766 6.7865
H -1.4096 0.2070 5.1106
H 0.7345 4.4900 -3.2252
H -2.6582 -2.3569 -4.8132
```

HOMO (spin up / spin down) = -17.49 / -17.43 eV
molecular weight = 472.93 g mol⁻¹
net charge = +3
E_tot = -1575.3021 Ha
relative energy (zero: lowest compared OMol25 entry of this formula, charge and spin) = 138.5 kJ/mol
Kohn-Sham gap (spin up / spin down) = 5.21 / 4.97 eV

***

Record 4
DFT (ωB97M-V with the def2-TZVPD basis set) results for a 19-piece molecular cluster, H39O19 overall.

Geometry as XYZ:
```
58
H39O19 ωB97M-V with the def2-TZVPD basis set
O 0.9069 0.7380 -2.4357
O -1.6612 1.6768 -0.3557
O -0.9212 -3.6677 0.9205
O 1.0166 -0.9764 -4.1657
O 0.5500 3.5071 0.1028
O -0.6092 3.4067 -3.0189
O 3.7037 0.4648 2.4385
O 1.9791 -1.9364 1.6487
O -3.2533 0.8115 2.1885
O 0.0041 1.0538 1.6619
O -2.9027 -2.6107 -0.5417
O 1.9543 2.6005 3.1223
O 1.9562 -0.1529 -0.4619
O 0.0014 -1.0203 3.4806
O 2.4943 -2.8670 -2.6015
O -0.9002 -1.2012 0.5664
O 3.1938 2.7012 -1.5535
O -2.6775 -1.1150 -2.9033
O -4.4951 -1.3830 1.2821
H 3.3933 3.6419 -1.6952
H -0.9726 3.5884 -3.8851
H -5.2027 -0.8869 0.8484
H 4.0010 2.7297 -0.9822
H 1.4086 -1.8552 -4.0909
H -2.9119 -2.8465 -1.4802
H 1.3052 -1.9831 2.3521
H -3.1624 0.1072 2.8246
H -0.4145 0.7528 2.4745
H -2.7171 -1.7057 -0.1792
H 0.3572 -0.9996 -3.4463
H 1.1146 1.7018 -2.4686
H 1.2820 1.8705 3.2019
H -0.8134 -2.0174 1.1240
H -3.8680 0.5607 1.5005
H 2.7759 -1.4176 1.9197
H -4.1892 -1.9477 0.5347
H -0.7509 -0.3337 0.9675
H 1.5376 -0.8368 0.0656
H 1.4523 3.1939 0.1486
H -1.3695 1.1193 0.4202
H 2.2631 -2.3414 -1.8379
H 2.2141 -3.7888 -2.5993
H -1.1868 3.7907 -2.3578
H 0.0597 2.9876 -0.5336
H -0.2030 2.0035 1.6511
H 0.0923 -0.9908 4.4532
H 3.4146 1.3014 2.7838
H -0.8171 -1.5235 3.3617
H 4.3702 0.0559 2.9974
H 0.9456 0.4857 -3.4305
H -0.4994 -4.3811 0.4180
H -2.2866 -0.2392 -2.9609
H -2.5686 1.3735 -0.2656
H 1.6678 0.3659 -1.8612
H 1.5655 3.2363 3.7597
H -1.7205 -3.3385 0.4200
H -2.5207 -1.6362 -3.7081
H 2.6145 0.1730 0.1811
```

HOMO = -13.36 eV
molecular weight = 343.29 g mol⁻¹
net charge = +1
E_tot = -1452.6685 Ha
relative energy (zero: lowest compared OMol25 entry of this formula, charge and spin) = 182.9 kJ/mol
Kohn-Sham gap = 10.80 eV

***

Record 5
DFT (ωB97M-V with the def2-TZVPD basis set) results for one molecule with the formula C8H14FN.

Geometry as XYZ:
```
24
C8H14FN ωB97M-V with the def2-TZVPD basis set
F -2.1072 0.4185 1.0624
N -1.5548 0.7226 -0.2588
C 1.1296 1.2525 1.4896
C 0.8637 -2.0659 0.0442
C -1.6547 -2.2054 -0.5106
C -0.3642 0.0075 -0.3027
C -1.4643 2.1748 -0.1894
C 2.1156 0.9262 -0.7445
C 1.0069 0.7904 0.2233
C -0.3865 -1.3421 -0.3269
H -1.3429 2.4956 -1.1554
H 1.6668 -1.9431 -0.5769
H -1.4172 -2.7715 -1.3900
H -2.4682 -1.5464 -0.7801
H 0.9737 -1.7520 1.1069
H 2.3359 -0.0723 -1.1047
H -2.4708 2.5499 0.0799
H 0.7314 -3.0572 0.1056
H -0.7604 2.3573 0.6066
H 1.8348 1.6732 -1.5052
H 2.1202 1.6136 1.7688
H 2.8916 1.4171 -0.1454
H -2.0116 -2.8406 0.2964
H 0.3324 1.1976 2.2069
```

HOMO = -8.69 eV
molecular weight = 143.20 g mol⁻¹
E_tot = -467.6769 Ha
relative energy (zero: lowest compared OMol25 entry of this formula, charge and spin) = 244.3 kJ/mol
Kohn-Sham gap = 9.61 eV

***

Record 6
DFT (ωB97M-V with the def2-TZVPD basis set) results for an isolated ion of composition C7H16N7O and charge +1.

Geometry as XYZ:
```
31
C7H16N7O ωB97M-V with the def2-TZVPD basis set
O 0.5872 0.5436 2.4366
N -3.9505 0.7920 -0.5700
N -3.6936 -0.3449 0.0150
N -0.0033 -1.9971 -0.1127
N -2.4212 -0.6923 0.1988
N 1.6547 -0.2551 -0.0018
N -0.4577 0.3158 -0.2629
N 1.6260 1.1462 0.0715
C 0.0868 -2.3415 -1.5208
C 0.3923 1.3962 -0.6698
C -1.8087 0.3257 -0.3599
C -2.7155 1.2775 -0.8354
C 0.3213 -0.7684 0.3879
C 2.8659 1.7860 -0.3374
C 0.1296 -0.7656 1.9182
H -4.5209 -0.7775 0.2957
H -1.0148 -2.6042 -1.8372
H 1.4145 1.2960 1.1138
H 0.7183 -3.1583 -1.6887
H -0.0001 2.4814 -0.7682
H 0.1029 -2.6474 0.5407
H 3.7390 1.1434 0.0221
H 2.9666 1.9511 -1.3998
H -2.6115 2.1286 -1.3837
H 0.6699 1.2995 -1.7576
H 0.5591 0.5044 3.3527
H 0.3426 -1.4663 -2.0089
H -0.9380 -1.0088 2.0723
H 0.7629 -1.6313 2.2860
H 2.8292 2.7397 0.2415
H 2.3670 -0.6685 0.5622
```

HOMO = -11.70 eV
molecular weight = 214.25 g mol⁻¹
net charge = +1
E_tot = -734.4974 Ha
relative energy (zero: lowest compared OMol25 entry of this formula, charge and spin) = 0.0 kJ/mol
Kohn-Sham gap = 8.99 eV

***

Record 7
DFT (ωB97M-V with the def2-TZVPD basis set) results for C37H43CeN10O2S as an isolated structure.

Geometry as XYZ:
```
94
C37H43CeN10O2S ωB97M-V with the def2-TZVPD basis set
Ce 0.4389 -0.2936 -0.0360
S -1.3908 2.4782 -2.0944
O -0.6979 2.8733 -3.2850
O -1.1220 3.2139 -0.8774
N 0.1854 -2.2026 1.4370
N 0.0058 -0.8838 -2.5634
N -7.2144 2.6600 -3.0062
N -1.6724 0.1830 -3.8505
N 2.7260 0.3201 -0.5998
N 1.8033 -2.1513 -0.8329
N -1.7021 0.5770 1.4381
N 1.2359 0.0411 2.2625
N -0.9911 0.9270 -1.6766
N -1.9728 1.8838 1.1786
C -1.3869 -0.6355 -4.8463
C 2.9727 -1.9156 -1.4053
C -0.9180 0.0611 -2.7679
C 1.1904 -3.4608 -1.0326
C 1.9640 1.2461 2.6868
C -0.3816 -3.4480 0.9411
C 2.4166 -1.0664 4.0520
C 0.6448 -2.2061 2.6845
C 4.8413 -2.7988 -2.9117
C 0.2995 -3.2192 3.6034
C -2.4776 -1.0418 3.1787
C 1.9031 -3.0387 5.5158
C 1.2425 2.6746 0.6495
C -5.8589 2.5769 -2.8110
C 3.5689 -2.7499 -2.3784
C 1.4249 -1.0265 3.0429
C 6.0186 -1.1278 -1.5682
C -3.2352 3.8520 1.9554
C -0.2516 -3.4878 -0.5624
C -3.1103 2.4857 -2.3733
C 2.4759 2.7927 -0.2227
C -2.3933 0.3044 2.5523
C -3.0760 1.4415 2.9957
C -0.3605 -1.5767 -4.7869
C -5.3412 1.9733 -1.6586
C 0.8204 -3.5655 4.8383
C 4.9725 -0.4952 -0.9153
C 3.3951 1.5913 -0.2568
C 0.3068 -1.6834 -3.5841
C 1.3648 2.5343 2.1553
C 3.5724 -0.6367 -1.0173
C -4.9712 3.1307 -3.7379
C -2.7828 2.4406 2.0841
C 5.9809 -2.1050 -2.5426
C 2.6379 -1.9411 5.1005
C -3.6081 3.0836 -3.5227
C -3.9804 1.9350 -1.4400
H -1.6117 2.3463 0.3422
H 3.0263 1.1658 2.4288
H -1.5342 -1.3523 3.6156
H 2.2050 -3.5258 6.4329
H 3.9282 1.4868 0.6957
H 3.5034 -1.6911 5.7061
H -6.0138 1.5358 -0.9331
H -5.3582 3.6006 -4.6310
H -4.1022 3.9223 1.2975
H -0.7510 -4.3770 -0.9582
H 0.1577 -4.3081 1.3644
H -2.9282 3.4966 -4.2493
H 0.3235 -4.4061 5.3111
H 2.1458 3.0209 -1.2409
H -3.2106 -1.0143 3.9832
H 6.9116 -2.3768 -3.0204
H -0.1103 -2.2030 -5.6294
H -2.4524 4.4823 1.5372
H 1.1952 -3.7720 -2.0824
H 1.9287 1.3086 3.7845
H -1.9969 -0.5414 -5.7354
H -3.5164 4.2493 2.9281
H 4.9680 -3.5483 -3.6854
H 7.0009 -0.7540 -1.3018
H -3.6018 1.4536 -0.5508
H 0.5783 3.5110 0.4165
H 0.6496 1.8378 0.2465
H 1.9635 3.3735 2.5289
H -2.7954 -1.7992 2.4638
H -7.5498 2.8708 -3.9296
H 3.1403 -0.2691 3.9999
H -1.4409 -3.5568 1.2272
H -3.7134 1.5094 3.8545
H 5.2970 0.2810 -0.2391
H 4.1680 1.7872 -1.0125
H 2.9211 -3.5305 -2.7542
H 0.3699 2.6526 2.5945
H 1.7669 -4.2230 -0.4853
H 1.0997 -2.3958 -3.4305
H -0.5197 -3.8473 3.2821
H -0.7973 -2.6423 -1.0058
H -7.8141 2.0580 -2.4670
H 3.0572 3.6605 0.1123
```

HOMO (spin up / spin down) = -9.72 / -9.72 eV
molecular weight = 832.00 g mol⁻¹
net charge = +1
E_tot = -3006.9086 Ha
relative energy (zero: lowest compared OMol25 entry of this formula, charge and spin) = 87.9 kJ/mol
Kohn-Sham gap (spin up / spin down) = 5.53 / 5.52 eV